20
Properties=species:S:1:pos:R:3:nbo_charge:R:1 method="wB97M-V/def2-TZVPD" homo_ev=-8.8 total_energy_ha=-420.06981 mol_weight_da=134.18 orbital_gap_ha=0.3274
H 1.2533 -1.4732 -1.2966 0.2345
N -1.4753 -1.5537 -0.2447 -0.4142
H 1.8524 0.6769 -1.7056 0.2295
H 2.3995 0.9380 0.1688 0.2246
H 0.9035 2.0694 0.7338 0.2392
C -0.4461 -0.6781 -0.1405 0.2004
H 0.8008 -0.6215 1.8173 0.2213
C 1.6129 0.7902 -0.6101 -0.3895
C -2.7131 -0.9905 -0.3471 -0.0509
H -3.8223 0.7057 0.2060 0.1730
C 0.3737 1.7537 -0.1929 -0.4803
C 1.1732 -0.7299 -0.3718 -0.3606
H 0.2493 2.4879 -1.0232 0.2450
H 3.0661 -0.5284 1.2546 0.1860
C 1.7489 -1.1259 0.8129 -0.5655
H -3.3739 -1.9010 -0.6099 0.2376
C -0.7527 0.8100 0.0951 0.1748
H 2.0463 -2.3879 0.7053 0.2436
N -1.9842 1.3706 0.4913 -0.3601
C -2.9120 0.3876 0.2573 0.0117

---

85
Properties=species:S:1:pos:R:3:lowdin_charge:R:1 method="wB97M-V/def2-TZVPD" homo_ev=-7.0 total_energy_ha=-5056.36250 mol_weight_da=1033.87 orbital_gap_ha=0.2223
H -8.6414 -0.0836 3.0385 0.0626
C 4.1461 -1.2670 -1.2004 -0.0195
H 5.8889 -2.4258 -1.5998 0.1013
O -0.9202 2.3570 0.1634 -0.1391
C -1.2577 3.2301 0.9692 -0.6251
H -2.8814 -0.2279 1.5212 0.0124
H -3.2825 2.7836 1.4792 0.0891
H -1.2891 0.2188 -6.0815 0.1208
C 1.4001 0.1996 -5.5832 -0.4697
H -0.7887 5.0811 1.7081 0.1021
H -0.1473 -2.6210 -2.8656 0.0827
H 2.7368 0.1239 -8.6358 0.1029
C -2.3462 3.0207 1.9822 -0.0114
H 2.2030 -4.5634 -1.5952 0.1089
O 2.1227 -0.1212 -0.7900 -0.2914
C 6.5719 -2.6947 5.3829 -0.1001
H 4.6458 -4.5433 -1.8537 0.0938
C 0.7364 -1.0921 2.2835 -1.2096
H 0.4111 0.2395 -7.5068 0.1056
H -2.0758 2.1621 2.5978 0.0376
C 0.6125 -2.4597 -0.8693 -0.2871
C 1.3324 0.1968 -6.9547 -0.1181
C -2.6695 0.0905 -1.6994 -0.1461
H 3.7616 -0.6715 2.0912 0.0843
C 3.4541 -1.5289 2.6978 -0.3821
S -0.7575 -0.3316 2.6225 0.5204
S 1.9223 -1.0222 3.5732 0.8844
S 3.0548 0.1226 -5.0477 1.0802
C 2.7503 -1.2404 -1.0138 -0.3702
C 2.0501 -2.4772 -1.1501 -0.1288
H -6.0536 0.0415 -1.3480 0.0986
N 0.1277 -1.9556 0.2255 -0.0455
H 2.8986 1.4367 1.4425 -0.0756
H 3.9932 -0.5230 5.1683 0.0895
C 2.7436 -3.6331 -1.4911 -0.0376
C -2.0313 0.2178 -4.0705 -0.1309
C 6.4473 -3.3028 4.1452 -0.0895
C 2.5930 0.1357 -7.5705 -0.1824
C -5.0053 0.0277 -1.0851 0.0296
H 5.3353 -3.4040 2.3191 0.1111
H -1.3635 -2.8515 -1.5774 0.0789
H 4.6794 -0.3347 -1.0861 0.1143
H 5.7911 -1.2055 6.7057 0.1016
Lu 0.3471 0.3674 0.1783 1.4984
H 0.1540 4.5439 0.3800 0.1139
C -5.3170 -0.1044 2.6803 -0.1059
N -0.6790 4.4425 0.9393 0.1663
C -4.6174 -0.0489 0.2434 -0.1931
C -3.4120 0.2003 -4.4212 -0.0185
C 4.5358 -1.9281 3.6500 -0.2900
C -1.0205 0.2322 -5.0357 0.0632
C -5.5652 -0.0722 1.3306 -0.4704
C 0.5633 0.2965 -3.2527 -0.0794
H 7.3545 -3.0040 6.0593 0.0973
H -3.6644 0.2293 -5.4710 0.1162
H -0.1751 -4.1174 -1.9386 0.0872
H -6.4893 -0.1465 4.5338 0.1057
N -2.2935 -0.0299 -0.4083 0.0835
C -7.6217 -0.0843 2.7054 -0.4085
H -2.4801 3.8905 2.6173 0.0822
S -7.2833 -0.0413 1.0251 1.0519
C 5.6922 -1.6907 5.7458 -0.0845
I 1.2237 2.6048 3.1424 0.6305
C -3.2299 -0.1059 0.5053 -0.0965
C -4.0318 0.0888 -2.0872 -0.1297
C 0.3098 0.2434 -4.6397 -0.1879
H 4.6636 0.0416 -6.8611 0.0633
C 3.6105 0.0890 -6.6680 -0.4022
C -4.3716 0.1518 -3.4700 -0.0152
C -0.3340 -3.0395 -1.8750 -0.0072
H 7.1394 -4.0782 3.8501 0.0994
N -0.3611 0.2717 -2.3222 0.0797
N 1.0952 -1.6946 1.1926 -0.1655
C 4.1168 -3.6266 -1.6412 -0.1064
H 2.1986 2.8370 0.6660 -0.0690
C 4.6831 -1.3036 4.8835 -0.0682
C -1.6551 0.1977 -2.7051 -0.1442
C 5.4331 -2.9253 3.2843 -0.0439
C 1.9357 1.8974 1.1790 -0.7179
C 4.8134 -2.4341 -1.4899 -0.0948
H 3.1843 -2.3436 2.0255 0.0765
H -4.3301 -0.1241 3.1073 0.1093
H -5.4174 0.1542 -3.7371 0.1168
C -6.4897 -0.1136 3.4583 -0.1773
H 1.5880 0.3480 -2.9026 0.0823